DFT (wB97M-V/def2-TZVPD) results for a 3-piece molecular cluster, C36H75BrF3IN6O4 overall at a distorted geometry.

Largest force on an atom   3.1 eV/A
Charge   0
LUMO energy   0.246 eV
Frontier orbital gap   8.81 eV
HOMO   -0.3146 Eh
SMILES   [H]/N=C(\N)NCCCC[C@](C[C@H](C)Br)(O[C@@H](C[C@@H](O)C(F)(F)F)NCCC)[C@](CNC)(CC(=O)O)NC[C@@H](C)I.CCCCCC.CCCCCC

Last columns: bonded neighbours and bond lengths (Å).
Positions of all 126 atoms, in Å:
1 H -5.9159 -3.3858 -0.9689  N2 1.015
2 N -5.9369 -2.4368 -1.3294  H1 1.015, C3 1.273
3 C -4.7795 -2.1281 -1.7590  N2 1.273, N4 1.437, N5 1.420
4 N -3.6435 -3.0029 -1.6615  C3 1.437, H41 1.012, H42 1.014
5 N -4.5124 -0.8646 -2.3488  C3 1.420, C6 1.477, H43 1.010
6 C -4.2038 0.1615 -1.3320  N5 1.477, C7 1.529, H44 1.090, H45 1.087
7 C -3.6314 1.4362 -1.9521  C6 1.529, C8 1.544, H46 1.087, H47 1.090
8 C -2.2924 1.8864 -1.3279  C7 1.544, C9 1.514, H48 1.075, H49 1.085
9 C -1.1533 1.8811 -2.3259  C8 1.514, C10 1.549, H50 1.088, H51 1.090
10 C 0.1973 2.5081 -1.8999  C9 1.549, C11 1.563, O15 1.425, C28 1.570
11 C 1.1029 2.2213 -3.1409  C10 1.563, C12 1.567, H52 1.089, H53 1.085
12 C 2.6539 2.1101 -3.3386  C11 1.567, C13 1.527, Br14 1.940, H54 1.083
13 C 3.0219 0.7963 -4.0252  C12 1.527, H55 1.087, H56 1.084, H57 1.088
14 Br 3.8995 2.2873 -1.8615  C12 1.940
15 O 0.5358 1.9153 -0.6485  C10 1.425, C16 1.394
16 C 1.0256 0.6189 -0.5017  O15 1.394, C17 1.523, N24 1.465, H58 1.091
17 C 1.7040 0.5221 0.8586  C16 1.523, C18 1.519, H59 1.079, H60 1.088
18 C 0.9407 1.0339 2.0679  C17 1.519, O19 1.419, C20 1.522, H61 1.089
19 O 0.6658 2.4240 1.9901  C18 1.419, H62 0.955
20 C -0.3350 0.2976 2.4501  C18 1.522, F21 1.360, F22 1.377, F23 1.368
21 F -1.4012 0.5665 1.6496  C20 1.360
22 F -0.7024 0.6670 3.7244  C20 1.377
23 F -0.1491 -1.0576 2.4741  C20 1.368
24 N -0.0143 -0.4071 -0.6045  C16 1.465, C25 1.454, H63 1.005
25 C 0.2067 -1.3836 -1.6590  N24 1.454, C26 1.517, H64 1.090, H65 1.099
26 C 1.2641 -2.4098 -1.2986  C25 1.517, C27 1.532, H66 1.088, H67 1.091
27 C 0.9608 -3.1599 0.0018  C26 1.532, H68 1.087, H69 1.085, H70 1.085
28 C 0.0364 4.0386 -1.5906  C10 1.570, C29 1.545, C32 1.564, N36 1.470
29 C -0.8646 4.7797 -2.6031  C28 1.545, N30 1.466, H71 1.085, H72 1.086
30 N -2.3140 4.7417 -2.3877  C29 1.466, C31 1.459, H73 1.006
31 C -3.0666 4.5529 -3.6230  N30 1.459, H74 1.085, H75 1.094, H76 1.086
32 C 1.4192 4.7692 -1.5738  C28 1.564, C33 1.508, H77 1.084, H78 1.092
33 C 2.2375 5.1230 -2.7906  C32 1.508, O34 1.234, O35 1.381
34 O 3.4706 5.0733 -2.8163  C33 1.234
35 O 1.5328 5.6675 -3.8461  C33 1.381, H79 0.959
36 N -0.5121 4.1270 -0.2296  C28 1.470, C37 1.459, H80 1.011
37 C -0.9040 5.4625 0.2068  N36 1.459, C38 1.548, H81 1.080, H82 1.094
38 C -2.0517 5.5551 1.2417  C37 1.548, C39 1.517, I40 2.130, H83 1.083
39 C -3.2392 6.3359 0.7106  C38 1.517, H84 1.085, H85 1.086, H86 1.091
40 I -2.7207 3.6762 1.9895  C38 2.130
41 H -3.2492 -3.0920 -2.5888  N4 1.012
42 H -2.9431 -2.5363 -1.0956  N4 1.014
43 H -5.3228 -0.5740 -2.8767  N5 1.010
44 H -5.1221 0.3967 -0.7949  C6 1.090
45 H -3.5063 -0.2770 -0.6232  C6 1.087
46 H -4.3571 2.2394 -1.8492  C7 1.087
47 H -3.5211 1.2642 -3.0223  C7 1.090
48 H -2.4220 2.8574 -0.8855  C8 1.075
49 H -2.0961 1.1999 -0.5103  C8 1.085
50 H -1.4735 2.2601 -3.2944  C9 1.088
51 H -0.9143 0.8365 -2.5259  C9 1.090
52 H 0.7809 2.9929 -3.8390  C11 1.089
53 H 0.7189 1.3021 -3.5703  C11 1.085
54 H 2.9632 2.8859 -4.0274  C12 1.083
55 H 3.9563 0.9233 -4.5651  C13 1.087
56 H 3.1610 -0.0145 -3.3192  C13 1.084
57 H 2.2653 0.5363 -4.7620  C13 1.088
58 H 1.7754 0.3510 -1.2470  C16 1.091
59 H 2.6622 1.0188 0.8536  C17 1.079
60 H 1.8868 -0.5395 1.0144  C17 1.088
61 H 1.5808 0.8558 2.9304  C18 1.089
62 H 0.8127 2.8053 2.8538  O19 0.955
63 H -0.9197 0.0149 -0.7167  N24 1.005
64 H -0.7317 -1.9054 -1.8449  C25 1.090
65 H 0.4833 -0.9124 -2.6123  C25 1.099
66 H 1.3639 -3.1121 -2.1234  C26 1.088
67 H 2.2340 -1.9171 -1.2222  C26 1.091
68 H 1.6979 -2.9284 0.7665  C27 1.087
69 H 0.9944 -4.2348 -0.1401  C27 1.085
70 H 0.0007 -2.8650 0.4136  C27 1.085
71 H -0.6714 4.4153 -3.6069  C29 1.085
72 H -0.5237 5.8102 -2.6240  C29 1.086
73 H -2.6263 5.6144 -1.9957  N30 1.006
74 H -2.8643 3.5746 -4.0467  C31 1.085
75 H -2.8537 5.3136 -4.3792  C31 1.094
76 H -4.1288 4.5900 -3.3993  C31 1.086
77 H 2.0880 4.2500 -0.8963  C32 1.084
78 H 1.2242 5.7380 -1.1096  C32 1.092
79 H 1.5837 5.0713 -4.5955  O35 0.959
80 H 0.1853 3.7890 0.4189  N36 1.011
81 H -1.1827 6.0945 -0.6238  C37 1.080
82 H -0.0627 5.9715 0.6856  C37 1.094
83 H -1.6772 6.0781 2.1134  C38 1.083
84 H -3.9290 6.6011 1.5044  C39 1.085
85 H -3.7656 5.7761 -0.0561  C39 1.086
86 H -2.8751 7.2685 0.2770  C39 1.091
87 C 5.7802 -1.3646 0.4846  C88 1.526, H93 1.090, H94 1.091, H95 1.092
88 C 5.3925 -1.9181 1.8534  C87 1.526, C89 1.527, H96 1.093, H97 1.094
89 C 5.5278 -0.8945 2.9788  C88 1.527, C90 1.529, H98 1.093, H99 1.094
90 C 6.9470 -0.3708 3.2032  C89 1.529, C91 1.527, H100 1.094, H101 1.093
91 C 7.9847 -1.4499 3.5057  C90 1.527, C92 1.526, H102 1.093, H103 1.093
92 C 7.6955 -2.2330 4.7835  C91 1.526, H104 1.092, H105 1.090, H106 1.091
93 H 6.8233 -1.0481 0.4549  C87 1.090
94 H 5.6437 -2.1174 -0.2936  C87 1.091
95 H 5.1550 -0.5077 0.2263  C87 1.092
96 H 5.9941 -2.8022 2.0788  C88 1.093
97 H 4.3542 -2.2608 1.8190  C88 1.094
98 H 5.1473 -1.3321 3.9057  C89 1.093
99 H 4.8791 -0.0414 2.7608  C89 1.094
100 H 6.9260 0.3433 4.0324  C90 1.094
101 H 7.2701 0.1980 2.3272  C90 1.093
102 H 8.9631 -0.9718 3.5951  C91 1.093
103 H 8.0623 -2.1418 2.6628  C91 1.093
104 H 7.6476 -1.5651 5.6457  C92 1.092
105 H 8.4772 -2.9685 4.9754  C92 1.090
106 H 6.7491 -2.7718 4.7226  C92 1.091
107 C -4.8889 -8.3394 2.7746  C108 1.526, H113 1.091, H114 1.091, H115 1.092
108 C -3.6302 -7.5920 3.2062  C107 1.526, C109 1.528, H116 1.093, H117 1.093
109 C -3.8825 -6.1293 3.5671  C108 1.528, C110 1.530, H118 1.093, H119 1.095
110 C -4.4209 -5.2705 2.4216  C109 1.530, C111 1.528, H120 1.095, H121 1.094
111 C -3.5413 -5.2371 1.1729  C110 1.528, C112 1.526, H122 1.091, H123 1.094
112 C -2.1556 -4.6454 1.4168  C111 1.526, H124 1.093, H125 1.092, H126 1.091
113 H -5.3284 -7.9051 1.8759  C107 1.091
114 H -4.6677 -9.3849 2.5576  C107 1.091
115 H -5.6436 -8.3162 3.5633  C107 1.092
116 H -2.8770 -7.6585 2.4166  C108 1.093
117 H -3.2006 -8.0934 4.0772  C108 1.093
118 H -2.9548 -5.6924 3.9464  C109 1.093
119 H -4.5941 -6.0871 4.3976  C109 1.095
120 H -4.5530 -4.2478 2.7889  C110 1.095
121 H -5.4194 -5.6181 2.1424  C110 1.094
122 H -4.0407 -4.6406 0.4083  C111 1.091
123 H -3.4413 -6.2432 0.7559  C111 1.094
124 H -2.2297 -3.6238 1.7985  C112 1.093
125 H -1.5793 -4.6143 0.4901  C112 1.092
126 H -1.5817 -5.2305 2.1370  C112 1.091